1.
C29H36N11SeY as an isolated structure, computed with wB97M-V/def2-TZVPD.

XYZ file:
```
78
Properties=species:S:1:pos:R:3:forces:R:3:mulliken_charge:R:1
Y 1.587 -1.784 0.397 -0.9 -3.3 1.5 1.2001
C 2.406 5.306 -0.727 0.0 -1.2 -0.8 -1.4154
C 2.808 4.652 0.637 -0.1 0.5 -1.2 2.0002
C 4.201 5.075 1.099 -0.4 -0.5 2.8 -1.8170
C 1.788 5.048 1.712 0.2 0.7 0.3 -1.7968
C 2.752 3.127 0.400 -1.7 0.6 1.1 0.3287
C 3.811 2.237 0.327 0.7 -1.7 -0.7 -0.7893
C 3.568 0.864 0.478 -1.8 0.5 0.0 -0.3106
N 2.286 0.328 0.419 1.5 2.2 -1.1 0.1899
C 1.267 1.170 0.128 2.3 3.7 2.9 0.0382
C 1.466 2.587 0.438 0.2 -2.6 -1.2 -0.3167
C -0.023 0.742 -0.289 -2.3 -2.2 -2.6 0.6154
C -1.118 1.596 -0.466 -0.5 0.0 0.7 -0.6198
C -2.365 1.112 -0.933 2.4 -0.8 -0.2 0.2799
C -2.345 -0.208 -1.442 -1.9 1.6 -0.9 0.0900
C -1.184 -0.940 -1.504 1.5 -1.3 0.6 -1.1044
N -0.053 -0.541 -0.860 -1.2 1.5 0.3 -0.3690
C -3.531 2.027 -1.083 -1.9 0.7 0.3 1.7061
C -3.332 3.046 -2.226 0.6 0.6 0.1 -1.4744
C -3.971 2.729 0.233 -0.3 -0.1 0.5 -1.5002
C -4.809 1.231 -1.407 0.0 -1.2 -1.1 -1.9884
H 2.275 6.375 -0.766 0.2 0.5 0.6 0.4308
H 1.435 4.876 -1.043 0.4 0.2 0.1 0.2777
H 3.123 5.062 -1.551 -0.4 0.0 0.7 0.3458
H 4.192 5.958 1.801 -0.1 -0.5 -1.3 0.3288
H 4.896 5.185 0.307 0.7 0.2 -0.7 0.3727
H 4.555 4.277 1.812 0.0 0.6 -0.8 0.4634
H 1.889 6.118 1.953 0.3 -0.3 -0.1 0.4867
H 1.992 4.483 2.618 -0.1 0.0 0.2 0.4146
H 0.734 4.960 1.455 0.0 -0.3 -0.2 0.3552
H 4.834 2.480 0.036 -0.2 0.4 0.7 0.4364
H 4.369 0.169 0.688 0.0 -0.1 -0.2 0.5838
H 0.575 3.167 0.629 0.4 0.2 -0.3 0.2065
H -1.039 2.655 -0.192 -0.1 -0.6 -0.1 0.2804
H -3.307 -0.458 -1.958 1.5 -0.6 0.6 0.1172
H -1.094 -1.945 -2.029 -0.3 1.4 0.8 0.4172
H -2.572 3.865 -2.022 -0.6 -1.2 -0.2 0.2756
H -4.285 3.574 -2.347 0.2 -0.1 -0.1 0.4429
H -3.097 2.494 -3.159 0.0 0.5 0.4 0.3367
H -3.397 3.597 0.566 0.0 0.2 -0.5 0.3563
H -3.880 2.057 1.097 -0.2 -0.2 -0.3 0.2924
H -5.068 2.960 0.103 1.4 0.3 0.5 0.3856
H -4.766 0.696 -2.386 -0.2 0.8 0.4 0.3957
H -5.759 1.775 -1.308 0.6 0.2 -0.4 0.4161
H -4.896 0.418 -0.709 -0.1 -0.4 0.6 0.5558
N 4.803 -2.952 -0.345 1.6 0.3 0.7 -0.0841
C 4.428 -3.338 0.937 0.8 -1.6 -0.2 -0.1231
N 5.112 -4.205 1.728 -1.0 2.1 -0.6 -0.4719
N 4.468 -4.070 2.901 -1.4 1.2 0.2 -0.4692
N 3.427 -3.246 2.812 1.3 -2.0 -0.5 -0.3486
N 3.340 -2.861 1.492 0.4 1.2 1.2 0.5730
C 3.980 -3.033 -1.413 -1.6 -0.5 -0.2 0.1581
N 4.393 -3.564 -2.545 -1.4 0.5 -0.2 -0.4622
N 3.249 -3.676 -3.272 -1.3 0.3 0.9 -0.4974
N 2.195 -3.284 -2.604 1.7 0.7 0.0 -0.2911
N 2.634 -2.760 -1.356 1.5 -1.6 -1.9 0.2275
H 5.752 -3.207 -0.590 -0.1 -0.2 0.1 0.3061
C -4.357 -3.804 -1.295 -0.3 -0.4 -0.6 -1.3765
C -3.228 -3.629 -0.340 2.0 -0.3 0.0 0.5182
C -2.004 -4.333 -0.482 -1.1 -0.6 -0.4 -1.0794
C -0.978 -4.285 0.463 0.5 -0.5 -0.8 1.0125
C 0.209 -5.230 0.344 -0.2 -0.3 0.9 -1.3354
C -1.075 -3.381 1.504 -0.8 2.0 0.8 -0.1610
Se 0.263 -2.960 2.783 2.1 -0.5 -0.9 -0.2820
C -2.212 -2.545 1.623 -1.0 -0.9 -0.8 0.8095
C -2.370 -1.641 2.813 -0.3 -0.9 1.4 -1.4305
C -3.263 -2.714 0.694 0.7 0.2 0.8 -0.4399
H -4.705 -2.855 -1.705 0.0 0.1 0.0 0.2486
H -5.241 -4.288 -0.858 0.3 0.1 0.2 0.3252
H -4.045 -4.448 -2.128 -0.1 0.2 0.1 0.3622
H -1.885 -5.020 -1.336 -0.1 0.3 0.5 0.2435
H 0.007 -6.026 -0.379 -0.1 0.0 0.3 0.4090
H 0.468 -5.647 1.356 -0.3 0.3 -1.0 0.3290
H 1.124 -4.760 0.003 0.3 0.3 -0.1 0.1959
H -1.432 -1.664 3.431 -1.2 0.6 -0.8 0.2567
H -3.162 -2.026 3.516 0.5 0.2 -0.8 0.3401
H -2.682 -0.653 2.539 0.0 0.7 -0.2 0.1793
H -4.130 -2.097 0.780 -0.7 0.4 0.3 0.4374
```
Forces are in eV/Å.

HOMO = -7.12 eV
HOMO-LUMO gap = 5.0 eV

---

2.
A 7-piece molecular cluster, C29H36O21 overall, computed with wB97M-V/def2-TZVPD.

XYZ file:
```
86
Properties=species:S:1:pos:R:3:forces:R:3:mulliken_charge:R:1
C 0.882 -3.033 -6.198 0.0 -1.0 0.8 -0.9851
C 1.105 -2.640 -4.606 0.1 0.8 2.4 0.6168
C -0.204 -2.211 -3.713 3.9 -0.3 2.0 -0.4900
C -0.007 -1.865 -2.117 3.4 -1.4 -3.1 -0.2142
C 1.516 -1.958 -1.506 -0.4 -0.3 -1.9 -0.0636
C 1.705 -1.628 0.118 0.7 -0.3 -1.1 0.2910
C 1.734 -3.077 0.885 -1.5 -0.6 -0.8 -0.2213
C 0.952 -3.277 2.312 1.5 0.7 -2.0 0.1038
O 1.521 -4.615 2.680 0.8 -1.2 -2.3 -0.3731
C 2.546 -5.072 1.688 0.2 -1.9 -1.0 0.6438
O 2.899 -6.311 1.334 -2.4 9.0 2.9 -0.5453
O 3.014 -3.748 1.162 -0.9 -2.9 0.0 -0.3362
C 2.847 -2.384 -2.381 -4.4 -0.1 -2.8 -0.2113
C 2.618 -2.731 -3.970 -3.4 1.1 2.8 -0.6673
H -0.212 -2.763 -6.582 2.5 -0.4 0.9 0.2531
H 1.713 -2.613 -6.914 -1.7 -0.6 1.6 0.3016
H 0.978 -4.220 -6.254 -0.3 2.5 0.0 0.2537
H -1.293 -2.175 -4.183 2.7 -0.1 1.0 0.1074
H -0.959 -1.589 -1.469 2.5 -0.6 -1.4 0.3057
H 2.730 -1.073 0.221 -1.9 -1.0 0.1 -0.0257
H 0.793 -0.955 0.492 2.7 -1.9 -1.0 0.3720
H 1.261 -3.805 0.066 0.4 1.5 2.0 0.3545
H 1.297 -2.500 3.144 -1.0 -1.7 -1.9 0.0340
H -0.179 -3.240 1.979 2.2 -0.5 1.5 0.1963
H 3.937 -2.489 -1.961 -2.6 0.3 -0.6 0.3305
H 3.521 -3.074 -4.637 -2.0 0.8 1.4 0.2338
C -4.051 0.341 1.060 -1.0 0.7 0.1 -0.2248
C -4.075 -0.835 0.138 -1.4 -0.1 -0.5 -0.1688
O -2.707 -1.050 -0.151 1.3 0.4 0.9 -0.2896
C -1.994 -0.510 0.881 1.1 0.0 0.3 0.4088
O -0.794 -0.663 1.043 -2.9 0.4 0.1 -0.5525
O -2.797 0.222 1.706 1.4 -0.8 -0.5 -0.3475
H -4.866 0.316 1.789 0.3 0.0 0.0 0.3839
H -4.083 1.295 0.523 0.0 -0.1 0.0 0.0905
H -4.481 -1.733 0.616 0.1 0.1 -0.1 0.1568
H -4.638 -0.634 -0.777 0.4 -0.2 0.3 0.3321
C 4.571 -0.296 5.239 0.3 -0.4 1.0 -0.4585
C 4.076 -1.131 4.104 0.2 -1.4 -0.1 0.0530
O 3.378 -0.202 3.296 0.1 1.3 0.0 -0.0869
C 3.892 1.032 3.576 -0.5 1.7 -1.2 0.5315
O 3.642 2.042 2.941 0.6 -2.1 1.3 -0.6002
O 4.723 0.986 4.658 -0.5 0.3 -0.9 -0.3524
H 5.524 -0.656 5.637 -0.1 0.2 -0.1 0.3192
H 3.846 -0.229 6.057 0.0 0.0 -0.1 0.2961
H 4.892 -1.566 3.517 -0.2 0.1 0.2 0.0092
H 3.410 -1.932 4.436 0.0 0.2 -0.1 0.3107
C -4.587 5.267 1.512 0.8 0.8 0.5 0.2134
C -5.887 5.108 2.231 -0.2 0.5 0.9 -0.3297
O -6.679 4.377 1.314 0.4 -0.6 -0.9 -0.3289
C -5.818 3.708 0.492 -0.6 -1.5 -1.4 0.6835
O -6.155 2.850 -0.307 0.7 1.7 1.7 -0.5745
O -4.531 4.122 0.683 -1.0 -0.7 -0.4 -0.2905
H -3.733 5.292 2.196 -0.5 -0.2 -0.3 -0.0823
H -4.564 6.162 0.882 -0.1 -0.1 0.0 0.1967
H -5.786 4.526 3.153 0.0 0.0 -0.1 0.2772
H -6.353 6.069 2.466 -0.1 -0.2 -0.1 0.3124
C 7.449 -0.298 -0.457 0.6 0.2 -0.9 -0.4108
C 5.969 -0.162 -0.297 -0.8 0.6 -0.8 -0.1973
O 5.687 -0.981 0.822 0.8 -0.3 0.8 -0.0883
C 6.840 -1.074 1.547 0.1 -0.9 1.9 0.5167
O 6.915 -1.563 2.662 -0.1 1.1 -2.3 -0.5799
O 7.897 -0.548 0.862 -0.7 -0.4 0.8 -0.3505
H 7.909 0.610 -0.857 0.0 -0.2 0.2 0.3182
H 7.725 -1.147 -1.091 0.0 0.1 0.1 0.2795
H 5.665 0.865 -0.070 0.0 -0.1 0.0 0.2552
H 5.422 -0.508 -1.178 0.0 0.0 0.3 0.2163
C -1.046 7.289 0.885 0.0 0.7 -1.0 -0.3674
C 0.216 6.917 1.593 1.1 0.2 -0.4 -0.3500
O -0.238 6.493 2.865 -1.2 -0.3 0.2 -0.3373
C -1.538 6.103 2.712 -0.7 -1.0 1.8 0.6839
O -2.188 5.523 3.566 1.4 1.3 -1.8 -0.5762
O -2.014 6.446 1.480 0.4 -0.3 0.8 -0.2514
H -0.987 7.111 -0.193 -0.2 -0.1 0.2 0.3157
H -1.331 8.332 1.058 0.0 -0.1 0.0 0.2651
H 0.738 6.086 1.109 -0.1 0.1 0.1 0.2683
H 0.904 7.762 1.689 -0.1 -0.2 0.2 0.3060
C -5.456 -3.184 -5.176 -0.3 -0.3 -1.1 -0.4129
C -4.215 -3.599 -4.453 0.8 -0.8 -0.4 -0.2393
O -4.148 -2.687 -3.373 -0.9 0.6 0.4 -0.2288
C -5.418 -2.238 -3.152 -0.7 1.2 1.7 0.6077
O -5.755 -1.570 -2.189 0.6 -1.6 -2.3 -0.5567
O -6.262 -2.635 -4.150 0.5 0.4 1.0 -0.3362
H -5.960 -4.027 -5.655 -0.1 0.2 0.2 0.3131
H -5.264 -2.410 -5.926 0.0 -0.1 0.1 0.2771
H -4.284 -4.616 -4.054 0.0 0.1 0.0 0.2746
H -3.323 -3.523 -5.081 -0.1 0.1 0.3 0.2331
```
Forces are in eV/Å.

HOMO = -8.05 eV
energy above the lowest of the compared OMol25 structures with the same formula, charge and spin = 1121.9 kJ/mol
SMILES = Cc1ccc(C[C@@H]2COC(=O)O2)cc1.O=C1OCCO1.O=C1OCCO1.O=C1OCCO1.O=C1OCCO1.O=C1OCCO1.O=C1OCCO1
HOMO-LUMO gap = 8.4 eV

---

3.
C29H37AsCl3I2N2OW as an isolated structure, computed with wB97M-V/def2-TZVPD.

XYZ file:
```
76
Properties=species:S:1:pos:R:3:forces:R:3:mulliken_charge:R:1
W 0.063 0.282 0.580 -2.3 -0.1 0.8 1.0400
C 1.289 0.341 3.736 0.0 0.0 0.0 -2.3442
C 1.153 1.067 2.426 0.0 0.0 0.0 0.5572
C 0.154 2.070 2.283 0.0 0.0 0.0 0.6754
C -0.680 2.457 3.461 0.0 0.0 0.0 -1.8552
C -0.123 2.564 0.990 0.3 0.0 0.0 0.9985
C -1.336 3.427 0.766 -0.1 -0.1 0.0 -2.2724
C 0.822 2.346 -0.094 -0.1 0.0 -0.1 1.4197
C 0.626 3.163 -1.348 0.0 0.0 0.0 -1.9159
C 2.057 1.672 0.203 0.0 0.0 -0.1 0.2677
C 3.219 1.718 -0.748 0.0 0.0 0.0 -1.9372
C 2.180 0.951 1.412 0.0 0.2 0.0 1.6004
C 3.422 0.174 1.769 0.0 -0.1 0.0 -2.1395
H 1.832 0.953 4.460 0.0 0.0 0.0 0.4322
H 1.833 -0.593 3.623 0.0 0.0 0.0 0.5133
H 0.309 0.114 4.154 0.0 0.0 0.0 0.4683
H -1.476 1.729 3.638 0.0 0.0 0.0 0.2647
H -1.127 3.439 3.328 0.0 0.0 0.0 0.4691
H -0.064 2.483 4.359 0.0 0.0 0.0 0.4257
H -1.102 4.473 0.977 0.1 0.0 0.0 0.4329
H -2.155 3.135 1.421 0.0 0.0 0.0 0.5905
H -1.689 3.376 -0.261 0.0 0.0 0.0 0.3922
H -0.356 3.008 -1.790 0.0 0.0 0.0 0.3315
H 1.367 2.958 -2.111 0.0 0.0 0.0 0.4536
H 0.700 4.225 -1.102 0.0 0.0 0.0 0.3196
H 3.966 2.398 -0.329 0.0 0.0 0.0 0.4240
H 2.959 2.096 -1.728 0.0 0.0 0.0 0.3585
H 3.699 0.750 -0.870 0.0 0.0 0.0 0.5486
H 3.227 -0.897 1.841 0.0 0.0 0.0 0.3458
H 3.785 0.501 2.744 0.0 0.0 0.0 0.4060
H 4.228 0.330 1.061 0.0 0.0 0.0 0.5380
I -3.399 -0.889 4.413 0.0 0.0 0.0 0.2007
C -3.775 -0.450 2.438 0.8 0.2 -0.3 -0.2739
C -5.064 -0.426 1.927 -0.5 0.1 -0.4 -0.1458
C -5.335 -0.123 0.595 0.5 0.0 0.2 -0.0054
I -7.281 -0.112 -0.032 -0.3 0.0 -0.1 0.2760
C -4.250 0.169 -0.311 -0.6 0.0 -0.1 1.0238
C -4.386 0.506 -1.664 -0.2 -0.1 0.5 -0.9765
C -3.253 0.767 -2.408 0.7 0.1 -0.1 -1.6087
C -2.000 0.675 -1.819 -0.3 0.1 -0.7 -0.1546
N -1.824 0.350 -0.532 1.1 0.0 0.7 1.0157
C -2.948 0.121 0.204 0.1 -0.2 1.4 -0.2297
C -2.692 -0.162 1.575 -1.8 0.3 -0.9 -0.3857
O -1.463 -0.145 1.944 2.3 -0.3 -0.8 -0.4974
H -5.893 -0.646 2.587 0.0 0.0 0.0 0.4442
H -5.366 0.565 -2.119 0.0 0.0 0.0 0.3188
H -3.326 1.038 -3.452 0.0 0.0 0.0 0.6099
H -1.105 0.866 -2.394 0.0 0.0 0.0 0.1906
C 3.305 -2.705 -2.288 0.0 0.0 0.0 -1.4355
C 2.585 -2.058 -1.110 0.0 0.1 0.1 0.6234
As 1.028 -0.962 -1.582 0.1 -0.2 -0.4 0.5523
C 1.604 -0.185 -3.295 0.0 0.1 0.1 -0.9830
C 0.582 0.559 -4.143 0.0 0.0 0.0 -1.3471
C -0.265 -2.283 -2.233 0.0 0.0 0.1 -0.6354
C -0.849 -3.198 -1.166 0.0 0.0 0.0 -0.9373
H 4.069 -3.385 -1.913 0.0 0.0 0.0 0.4357
H 3.806 -1.972 -2.917 0.0 0.0 0.0 0.3657
H 2.629 -3.293 -2.911 0.0 0.0 0.0 0.3601
H 3.268 -1.429 -0.538 0.0 0.0 0.0 0.2345
H 2.213 -2.823 -0.429 0.0 0.0 0.0 -0.4210
H 1.953 -1.064 -3.841 0.0 0.0 0.1 0.6227
H 2.486 0.427 -3.109 0.0 0.0 0.0 0.5813
H -0.295 -0.054 -4.360 0.0 0.0 0.0 0.3394
H 1.036 0.808 -5.102 0.0 0.0 0.0 0.4455
H 0.264 1.501 -3.696 0.0 0.0 0.0 0.2790
H 0.269 -2.861 -2.990 0.0 0.0 0.0 0.7581
H -1.052 -1.741 -2.760 0.0 0.0 0.0 0.4498
H -0.075 -3.788 -0.672 0.0 0.0 0.0 0.1974
H -1.544 -3.903 -1.622 0.0 0.0 0.0 0.4746
H -1.398 -2.641 -0.400 0.0 0.0 0.0 0.0447
Cl 1.992 -4.873 1.314 0.0 0.0 0.1 -0.0350
C 0.893 -3.996 2.382 0.0 -0.6 0.3 0.5394
Cl 1.587 -3.779 3.988 0.0 0.1 -0.1 -0.0446
Cl -0.685 -4.786 2.467 0.1 0.1 0.0 -0.0264
C 0.678 -2.677 1.801 -0.2 0.5 -0.2 -0.6497
N 0.494 -1.652 1.324 0.6 0.1 0.2 0.6003
```
Forces are in eV/Å.

HOMO (spin up / spin down) = -15.80 / -15.80 eV
energy above the lowest of the compared OMol25 structures with the same formula, charge and spin = 0.0 kJ/mol
net charge = +3
HOMO-LUMO gap (spin up / spin down) = 4.6 / 4.6 eV